1.
An isolated molecule of C3H3NO3, computed with the ωB97M-V functional and the def2-TZVPD basis.

Geometry as ORCA input:
```
! RIJCOSX wB97M-V def2-TZVPD def2/J DEFGRID3
* xyz 0 1
O 2.096 -1.218 -0.291
C 0.983 -0.870 -0.140
C 0.606 0.755 0.078
N -0.820 0.595 -0.341
C -1.159 -0.660 0.014
O -2.250 -1.209 -0.172
O -0.107 -1.516 0.171
H 0.791 0.981 1.312
H 1.155 1.768 -0.349
H -1.295 1.375 -0.281
*
```

## Properties
HOMO energy, eV: -10.52
E_LUMO, eV: 0.244
SMILES: O=C1CNC(=O)O1

natural (NBO) atomic charge list, values in e, 4 entries:
1. O -0.5101
2. C 0.8051
3. C -0.3758
4. N -0.6121

---

2.
An isolated molecule of C3H3NO4, computed with the ωB97M-V functional and the def2-TZVPD basis.

Geometry as ORCA input:
```
! RIJCOSX wB97M-V def2-TZVPD def2/J DEFGRID3
* xyz 0 1
C -1.053 -1.870 0.475
N -1.375 -0.519 0.078
O -0.690 0.239 1.116
C 0.511 0.778 0.664
O 1.467 1.405 1.106
C 0.593 0.257 -0.806
O 1.260 0.813 -1.718
O -0.460 -0.480 -1.005
H 0.005 -2.327 0.059
H -1.996 -2.522 -0.110
H -1.309 -2.327 1.511
*
```

## Properties
HOMO energy, eV: -10.87
E_LUMO, eV: -0.454
SMILES: Cn1oc(=O)c(=O)o1

natural (NBO) atomic charge list, values in e, 4 entries:
1. C -0.5196
2. N 0.1825
3. O -0.3707
4. C 0.6683

---

3.
The ion C3H3NO4P with charge -1, computed with the ωB97M-V functional and the def2-TZVPD basis.

Geometry as ORCA input:
```
! RIJCOSX wB97M-V def2-TZVPD def2/J DEFGRID3
* xyz -1 1
C -2.137 -0.544 -0.247
C -3.501 -1.018 -0.095
C 0.056 0.012 0.100
N -1.053 -0.972 0.334
O -3.893 -2.163 0.020
O -4.196 0.091 -0.255
O -0.822 -2.020 0.949
O -2.550 2.064 0.727
P -2.853 1.326 -0.549
H -0.137 0.206 -0.928
H -0.335 0.870 0.743
H 0.999 -0.603 0.389
*
```

## Properties
HOMO energy, eV: -4.53
E_LUMO, eV: 3.900

natural (NBO) atomic charge list, values in e, 4 entries:
1. C -0.3200
2. C 0.7231
3. C -0.4863
4. N 0.1563

---

4.
An isolated molecule of C3H3NOS, computed with the ωB97M-V functional and the def2-TZVPD basis.

Geometry as ORCA input:
```
! RIJCOSX wB97M-V def2-TZVPD def2/J DEFGRID3
* xyz 0 1
N -1.757 -1.914 -1.319
C -0.914 -1.532 -0.625
C 0.247 -0.941 0.032
O 1.253 -1.478 0.330
C -0.095 0.560 0.167
S 0.610 1.487 1.515
H 0.357 0.932 -0.827
H -1.142 0.595 0.065
H 1.442 2.290 0.663
*
```

## Properties
HOMO energy, eV: -9.93
E_LUMO, eV: -0.590
SMILES: N#CC(=O)CS

natural (NBO) atomic charge list, values in e, 4 entries:
1. N -0.2276
2. C 0.1421
3. C 0.4944
4. O -0.4330

---

5.
An isolated molecule of C3H3NOS, computed with the ωB97M-V functional and the def2-TZVPD basis.

Geometry as ORCA input:
```
! RIJCOSX wB97M-V def2-TZVPD def2/J DEFGRID3
* xyz 0 1
S 2.577 0.445 -0.081
C 1.023 0.046 -0.078
C -0.252 0.930 -0.009
O -1.231 0.063 -0.132
C -0.694 -1.208 -0.043
N 0.595 -1.263 -0.084
H -0.420 1.406 0.967
H -0.360 1.710 -0.763
H -1.239 -2.128 0.222
*
```

## Properties
HOMO energy, eV: -8.77
E_LUMO, eV: -0.622
SMILES: S=C1COC=N1

natural (NBO) atomic charge list, values in e, 4 entries:
1. S 0.0415
2. C -0.0084
3. C -0.1521
4. O -0.4570

---

6.
An isolated molecule of C3H3NOS, computed with the ωB97M-V functional and the def2-TZVPD basis.

Geometry as ORCA input:
```
! RIJCOSX wB97M-V def2-TZVPD def2/J DEFGRID3
* xyz 0 3
C 0.820 0.264 -0.068
C -0.261 0.964 0.333
C 0.804 -1.235 -0.102
N -0.178 -1.975 -0.019
O -2.608 0.689 -0.762
S -1.916 0.268 0.470
H 1.655 0.867 -0.149
H -0.055 1.956 0.440
H 1.738 -1.798 -0.144
*
```

## Properties
HOMO energy (alpha / beta), eV: -8.53 / -10.41
E_LUMO (alpha / beta), eV: -0.440 / -1.510
<S²>: 2.0211

natural (NBO) atomic charge list, values in e, 4 entries:
1. C -0.2103
2. C -0.3849
3. C -0.0926
4. N -0.1608

---

7.
An isolated molecule of C3H3NOS3, computed with the ωB97M-V functional and the def2-TZVPD basis.

Geometry as ORCA input:
```
! RIJCOSX wB97M-V def2-TZVPD def2/J DEFGRID3
* xyz 0 1
S -2.100 2.276 -0.375
C -0.981 1.162 -0.004
O 0.339 1.482 0.295
N 1.135 0.357 0.392
S 2.534 0.381 -0.664
C 0.270 -0.679 0.116
C -1.023 -0.283 -0.059
S -2.381 -1.157 -0.368
H 3.286 0.363 0.477
H 0.628 -1.649 0.077
H -1.707 -2.252 0.114
*
```

## Properties
HOMO energy, eV: -8.33
E_LUMO, eV: -0.510
SMILES: S=c1on(S)cc1S

natural (NBO) atomic charge list, values in e, 4 entries:
1. S -0.0505
2. C 0.1475
3. O -0.3225
4. N -0.2230

---

8.
An isolated molecule of C3H3NS, computed with the ωB97M-V functional and the def2-TZVPD basis.

Geometry as ORCA input:
```
! RIJCOSX wB97M-V def2-TZVPD def2/J DEFGRID3
* xyz 0 1
C 1.291 -0.994 -0.116
C 0.834 0.240 -0.046
C -0.154 1.205 -0.061
N -1.350 0.941 0.073
S -2.066 -0.583 -0.092
H 2.113 -1.815 0.216
H 0.230 2.246 -0.304
H -0.898 -1.239 0.330
*
```

## Properties
HOMO energy, eV: -9.15
E_LUMO, eV: -0.282
SMILES: C#C/C=N\S

natural (NBO) atomic charge list, values in e, 4 entries:
1. C -0.2487
2. C -0.0531
3. C -0.0242
4. N -0.5013